Entry 1:
{"formula": "C34H22BrN8S6Sr", "method": "wB97M-V/def2-TZVPD", "species": ["Sr", "C", "C", "C", "C", "N", "C", "C", "C", "C", "C", "C", "N", "H", "H", "H", "H", "H", "H", "H", "H", "S", "C", "S", "C", "C", "S", "S", "S", "Br", "C", "C", "C", "C", "C", "C", "N", "C", "C", "C", "C", "C", "C", "N", "H", "H", "H", "H", "H", "H", "H", "H", "H", "N", "C", "N", "C", "N", "S", "C", "N", "C", "C", "C", "C", "C", "C", "H", "H", "H", "H", "H"], "coordinates": [[-0.12346, -0.51149, -0.37541], [1.49643, -0.97542, 4.18134], [1.72436, -2.33211, 4.23355], [1.07972, -3.22316, 3.38366], [0.21678, -2.64746, 2.44362], [0.02217, -1.35004, 2.35313], [0.63710, -0.52273, 3.21515], [-0.51679, -3.54780, 1.45379], [-0.84792, -4.88710, 1.75929], [-1.38109, -5.69333, 0.77190], [-1.61142, -5.17126, -0.52049], [-1.26447, -3.85112, -0.72254], [-0.77217, -3.08378, 0.24759], [1.96828, -0.26574, 4.84187], [2.45240, -2.76291, 4.90678], [1.30637, -4.28055, 3.35283], [0.48740, 0.56392, 3.04531], [-0.65438, -5.24014, 2.77968], [-1.62186, -6.72728, 0.98443], [-1.97422, -5.82232, -1.31378], [-1.33262, -3.37163, -1.70067], [6.03375, 1.91794, 2.85815], [5.29075, 1.06023, 1.61811], [5.66745, 1.20756, -0.02722], [4.50639, 0.12506, -0.75500], [3.70659, -0.46101, 0.17264], [2.38401, -1.61038, -0.12784], [4.05392, -0.08181, 1.83461], [4.62368, -0.03630, -2.49526], [3.56776, 5.70525, 3.16046], [2.29182, 4.46124, 2.54377], [0.96222, 4.74237, 2.82997], [-0.07061, 3.94086, 2.39885], [0.29612, 2.78523, 1.68654], [1.63590, 2.47561, 1.46009], [2.65453, 3.33357, 1.81650], [-0.70219, 1.84427, 1.16895], [-1.88264, 2.33156, 1.00025], [-3.07936, 1.47239, 0.80675], [-4.33568, 1.97070, 1.02800], [-5.42863, 1.13931, 0.90715], [-5.21983, -0.16270, 0.53811], [-3.91150, -0.58864, 0.27943], [-2.84783, 0.15879, 0.44974], [0.72372, 5.62518, 3.44173], [-1.07686, 4.08846, 2.65741], [1.88592, 1.59460, 0.87938], [3.68137, 3.10938, 1.61932], [-2.07088, 3.39098, 1.07959], [-4.44366, 3.04296, 1.20789], [-6.41826, 1.52217, 1.09309], [-6.04549, -0.84333, 0.44290], [-3.79762, -1.61548, -0.06609], [-1.75973, -0.77661, -2.39136], [-2.36227, -1.62826, -2.91276], [-3.02107, -2.61151, -3.42344], [-4.04970, -2.96299, -2.62035], [-4.91517, -3.30464, -1.93120], [1.70607, -1.05745, -4.87098], [1.51304, -0.94521, -3.11639], [1.07734, 0.19980, -2.66515], [0.91991, 1.08208, -3.70855], [0.56424, 2.44747, -3.61764], [0.54003, 3.23929, -4.71259], [0.75801, 2.73130, -6.00091], [1.10792, 1.38101, -6.12351], [1.19070, 0.59466, -4.97772], [1.87171, -1.78308, -2.50585], [0.38992, 2.83664, -2.64679], [0.33765, 4.29239, -4.60529], [0.77662, 3.30545, -6.88418], [1.42934, 1.01712, -7.11434]], "spin_multiplicity": 1, "total_charge": -1, "lumo_ev": 0.8, "homo_lumo_gap_ev": 4.08, "e_tot_ha": -6740.94359}

Entry 2:
{"formula": "C31H51F2NO10S4", "method": "wB97M-V/def2-TZVPD", "species": ["C", "C", "O", "N", "H", "H", "C", "H", "H", "H", "H", "H", "H", "O", "H", "F", "C", "C", "C", "C", "C", "C", "H", "H", "H", "H", "H", "F", "C", "C", "C", "C", "C", "C", "H", "H", "H", "H", "H", "C", "C", "C", "S", "O", "O", "C", "H", "H", "H", "H", "H", "H", "H", "H", "C", "C", "C", "S", "O", "O", "C", "H", "H", "H", "H", "H", "H", "H", "H", "C", "C", "C", "S", "O", "O", "C", "H", "H", "H", "H", "H", "H", "H", "H", "C", "C", "C", "S", "O", "O", "C", "H", "H", "H", "H", "H", "H", "H", "H"], "coordinates": [[2.44064, 0.79921, -0.55334], [0.96464, 1.23621, -0.03734], [0.86264, 1.87221, 0.97866], [-0.15536, 0.66721, -0.80034], [-0.15836, 1.05021, -1.73134], [0.19564, -0.37079, -1.07434], [-1.50736, 0.83021, -0.21334], [2.86364, -0.22279, -0.54934], [3.05964, 1.25821, 0.06166], [2.91364, 1.21721, -1.50334], [-2.44436, 0.76121, -0.81334], [-1.71536, 2.06121, 0.00266], [-1.44936, 0.31421, 0.61066], [0.18764, -1.74179, -1.34934], [0.42364, -2.51979, -1.48634], [-1.63436, 0.21521, 5.75666], [-1.92936, 1.35421, 4.96966], [-2.52436, 1.13921, 3.64966], [-2.86936, 2.25421, 2.83566], [-2.35536, 3.56221, 3.19366], [-1.81936, 3.67921, 4.48366], [-1.63436, 2.60921, 5.37166], [-2.82936, 0.12221, 3.30866], [-3.36936, 2.23521, 1.77666], [-2.79436, 4.28121, 2.49266], [-1.78336, 4.72821, 4.75666], [-1.25436, 2.56021, 6.27166], [0.78964, 5.95521, 3.86766], [1.89064, 6.24821, 3.20766], [2.82664, 7.23021, 3.59566], [3.94264, 7.52721, 2.76266], [4.15164, 6.87821, 1.63466], [3.28464, 5.75821, 1.26766], [2.20564, 5.47821, 2.14866], [2.53764, 7.84721, 4.49866], [4.44864, 8.35521, 3.21366], [4.98664, 7.24321, 0.96166], [3.51464, 5.12421, 0.28566], [1.54764, 4.59721, 1.80766], [-3.80636, -1.32279, -3.43534], [-2.45436, -1.78579, -3.28534], [-1.54836, -1.24679, -4.13034], [-2.13736, 0.43321, -4.32334], [-1.94736, 0.88821, -5.62534], [-1.68736, 1.10421, -3.10634], [-3.84936, -0.00679, -4.23434], [-4.32236, -1.04179, -2.51534], [-4.44836, -1.98079, -4.01234], [-2.45136, -2.86979, -3.04434], [-2.16936, -1.45379, -2.17934], [-1.39936, -1.54079, -5.12234], [-0.57036, -1.13479, -3.80034], [-4.05436, -0.25579, -5.30234], [-4.57536, 0.79421, -4.03334], [1.37364, -2.25479, 2.18066], [0.48064, -1.29479, 2.99066], [1.13864, -1.24579, 4.19366], [2.86664, -1.58079, 3.98466], [3.20064, -2.84979, 4.69566], [3.84264, -0.51779, 4.31166], [2.83564, -1.97279, 2.31766], [1.02364, -2.10979, 1.02766], [1.31264, -3.21479, 2.49566], [-0.31636, -1.65879, 3.34666], [0.27664, -0.29279, 2.45366], [0.78464, -1.91479, 5.10066], [1.12264, -0.10979, 4.64166], [3.52664, -2.83179, 1.81266], [2.92064, -1.02779, 1.97766], [2.22164, -2.22779, -5.17634], [2.17064, -1.31679, -6.43034], [1.68364, 0.04421, -6.08134], [2.30664, 0.44021, -4.50634], [1.34064, 1.12621, -3.74534], [3.58664, 0.90721, -4.69234], [2.34864, -1.22179, -3.93734], [3.09764, -2.84379, -5.12634], [1.20864, -2.85579, -5.01734], [1.60864, -1.81079, -7.32034], [3.21364, -1.09079, -6.52034], [0.59364, 0.01321, -5.88334], [1.87364, 0.66721, -6.89934], [1.65564, -1.29679, -3.19534], [3.44364, -1.35679, -3.35334], [-1.34136, -5.18879, 0.73466], [-1.70436, -5.03979, 2.16066], [-2.97436, -4.53479, 2.33766], [-3.15936, -3.28479, 1.12066], [-2.83036, -2.02879, 1.70466], [-4.40436, -3.44079, 0.51566], [-1.84736, -3.89679, 0.02966], [-2.19636, -5.79879, 0.18366], [-0.34036, -5.29479, 0.50466], [-0.87836, -4.27679, 2.42466], [-1.44736, -5.85579, 2.69566], [-3.11236, -4.22179, 3.40966], [-3.72436, -5.10779, 1.95566], [-0.97836, -3.15279, 0.09066], [-2.19336, -3.95279, -1.02434]], "spin_multiplicity": 1, "total_charge": 0, "lumo_ev": 0.2, "homo_lumo_gap_ev": 9.22, "e_tot_ha": -3810.90087}

Entry 3:
{"formula": "C3H7N3", "method": "wB97M-V/def2-TZVPD", "species": ["C", "C", "C", "H", "H", "H", "H", "H", "H", "H", "N", "N", "N"], "coordinates": [[0.13691, 0.31738, -0.13989], [-1.21788, 0.18026, 0.52736], [-2.27334, -0.52300, -0.29026], [2.37710, 0.59088, 0.28896], [2.73899, -0.50764, -0.89501], [0.30701, -1.66071, 0.52921], [0.28818, 2.33454, -0.41139], [-1.40386, 0.76727, 1.74802], [-3.29659, -0.43673, 0.04121], [-1.87339, -0.90653, -1.40790], [2.42434, -0.60452, 0.15190], [0.96154, -0.94514, 0.03555], [0.83100, 1.39392, -0.17778]], "spin_multiplicity": 1, "total_charge": 0, "lumo_ev": 0.4, "homo_lumo_gap_ev": 9.37, "e_tot_ha": -282.55963}

Entry 4:
{"formula": "C4H11N4", "method": "wB97M-V/def2-TZVPD", "species": ["C", "C", "C", "C", "N", "N", "N", "N", "H", "H", "H", "H", "H", "H", "H", "H", "H", "H", "H"], "coordinates": [[-0.52319, 0.52328, -0.16898], [-2.28460, -1.08488, -0.78739], [2.47733, 1.01649, 1.21661], [-1.78402, -0.10948, 0.28785], [2.12115, -2.22799, -0.16549], [2.14143, -1.13713, 0.26452], [-0.61284, 1.61957, -0.83685], [1.79987, -0.07993, 0.62933], [-3.25150, -1.47918, -0.48835], [-1.59824, -1.91808, -0.91237], [-2.40038, -0.58036, -1.74439], [3.52678, 1.03927, 0.91671], [2.40891, 0.94820, 2.30475], [1.99310, 1.93789, 0.90068], [-2.55845, 0.64937, 0.45455], [-1.61477, -0.65403, 1.21730], [1.46388, -2.62316, -0.83146], [-1.50700, 2.07301, -1.04883], [0.20256, 2.08714, -1.20821]], "spin_multiplicity": 1, "total_charge": 1, "lumo_ev": [-5.0, -5.0], "homo_lumo_gap_ev": [7.26, 7.27], "e_tot_ha": -377.58164}